# 1
The molecule C22H30N4O2, computed with wB97M-V/def2-TZVPD.

XYZ file:
```
58
Properties=species:S:1:pos:R:3:mulliken_charge:R:1
C 0.414 -6.542 -2.518 -1.49
C 0.226 -5.226 -1.775 0.32
C -1.242 -5.040 -1.352 -1.12
N -1.550 -3.961 -0.443 0.33
C -1.703 -2.636 -0.997 -1.02
H -2.359 -2.723 -1.869 0.41
C -0.438 -1.863 -1.409 0.69
C -0.796 -0.459 -1.878 -1.54
H 0.096 0.095 -2.164 0.37
H -1.458 -0.505 -2.741 0.52
H -1.305 0.096 -1.092 0.22
H 0.073 -2.388 -2.216 0.02
H 0.247 -1.805 -0.562 0.05
H -2.232 -2.031 -0.252 0.16
C -0.923 -4.034 0.862 -0.66
H -0.064 -3.356 0.944 0.25
C -1.930 -3.714 1.987 -0.89
H -2.834 -3.296 1.543 0.39
H -2.217 -4.628 2.507 0.34
C -1.365 -2.728 3.013 -1.03
N -1.151 -1.423 2.434 -0.07
C 0.077 -0.936 2.148 0.00
O 1.100 -1.544 2.435 -0.75
C 0.045 0.379 1.481 0.71
C -1.001 1.280 1.466 -0.99
C -0.586 2.375 0.696 0.32
C 0.716 2.109 0.246 0.46
N 1.087 0.901 0.747 0.01
C 2.350 0.241 0.555 -1.31
H 2.364 -0.662 1.164 0.30
H 2.488 -0.032 -0.494 0.39
H 3.167 0.887 0.880 0.49
C 1.411 3.040 -0.600 1.49
C 2.686 2.883 -1.156 -0.60
C 3.246 3.858 -1.953 -0.97
C 2.550 5.028 -2.226 -0.65
C 1.289 5.209 -1.704 -0.60
C 0.704 4.231 -0.898 -0.21
N -0.561 4.444 -0.410 -0.03
C -1.304 3.587 0.377 0.09
O -2.431 3.883 0.725 -0.73
H -1.017 5.314 -0.659 0.20
H 0.734 6.112 -1.915 0.37
H 2.992 5.791 -2.847 0.39
H 4.232 3.708 -2.366 0.41
H 3.252 1.988 -0.971 0.41
H -1.946 1.211 1.965 0.59
H -1.964 -0.927 2.107 0.25
H -2.053 -2.632 3.859 0.44
H -0.396 -3.074 3.379 0.41
H -0.544 -5.047 1.001 0.61
H -1.856 -4.901 -2.247 0.35
H -1.574 -5.966 -0.868 0.43
H 0.539 -4.405 -2.421 0.09
H 0.864 -5.213 -0.889 0.28
H 1.450 -6.664 -2.825 0.39
H 0.143 -7.383 -1.883 0.36
H -0.213 -6.570 -3.407 0.34
```

## Properties
E_LUMO = 0.45 eV
SMILES string = CCCN(CCC)CCCNC(=O)c1cc2c(=O)[nH]c3ccccc3c2n1C
Highest occupied orbital energy = -7.929 eV
Gap between HOMO and LUMO = 0.30776 hartree
Total energy = -1225.88803 Ha
M = 382.5 g mol⁻¹



# 2
A 2-piece molecular cluster, C22H30N4O4 overall, computed with wB97M-V/def2-TZVPD.

XYZ file:
```
60
Properties=species:S:1:pos:R:3:mulliken_charge:R:1
C 3.380 -1.248 2.544 -0.96
C 3.028 -2.449 1.697 0.54
O 3.286 -3.548 2.082 -0.56
N 2.468 -2.256 0.394 0.29
C 3.491 -1.808 -0.550 -1.01
C 1.267 -1.403 0.375 -0.33
C -0.006 -2.186 0.063 -0.60
C -0.666 -2.797 1.316 -0.92
C -2.089 -2.292 1.596 -1.36
C -2.190 -0.817 1.358 0.47
C -3.020 -0.226 0.491 1.12
C -4.043 -0.942 -0.319 -0.13
C -3.635 -1.847 -1.304 -0.12
C -4.618 -2.495 -2.054 -0.79
C -5.948 -2.190 -1.772 -0.36
C -6.254 -1.275 -0.773 -0.48
N -5.317 -0.652 -0.047 -0.46
C -2.955 1.258 0.306 0.25
O -3.816 1.859 -0.275 -0.58
C -1.747 1.958 0.819 0.62
C -1.429 3.351 0.347 -0.88
N -1.551 3.508 -1.117 -0.60
C -0.960 1.360 1.707 -0.59
C -1.272 0.012 2.189 0.31
O -0.790 -0.431 3.199 -0.61
H 3.661 -1.615 3.522 0.35
H 4.204 -0.717 2.077 0.27
H 2.544 -0.569 2.666 0.26
H 3.151 -2.031 -1.557 0.32
H 4.433 -2.315 -0.367 0.40
H 3.670 -0.728 -0.492 0.26
H 1.395 -0.659 -0.409 0.37
H 1.145 -0.853 1.303 -0.12
H 0.251 -2.968 -0.647 0.44
H -0.665 -1.497 -0.462 0.15
H -0.628 -3.879 1.254 0.51
H -0.061 -2.512 2.169 0.41
H -2.292 -2.459 2.654 0.44
H -2.855 -2.829 1.050 0.44
H -2.592 -2.045 -1.482 0.45
H -4.358 -3.206 -2.820 0.44
H -6.747 -2.666 -2.323 0.37
H -7.281 -1.030 -0.551 0.41
H -2.155 4.020 0.811 0.32
H -0.432 3.599 0.699 0.36
H -0.795 4.098 -1.443 0.28
H -1.404 2.618 -1.577 0.25
H -0.079 1.829 2.118 0.31
C 2.676 2.232 -2.485 -1.46
C 2.850 2.405 -0.995 0.76
O 2.125 1.839 -0.190 -0.49
N 3.853 3.216 -0.571 -0.17
C 4.806 3.962 -1.373 -0.94
H 1.842 1.559 -2.657 0.28
H 2.463 3.188 -2.964 0.45
H 3.574 1.803 -2.932 0.41
H 3.917 3.288 0.432 0.25
H 5.824 3.647 -1.137 0.30
H 4.718 5.030 -1.166 0.30
H 4.629 3.799 -2.430 0.35
```

## Properties
E_LUMO = -0.91 eV
SMILES string = CC(=O)N(C)CCCCC1=C(c2ccccn2)C(=O)C(CN)=CC1=O.CNC(C)=O
Highest occupied orbital energy = -8.792 eV
Gap between HOMO and LUMO = 0.28975 hartree
Total energy = -1376.26131 Ha
M = 414.5 g mol⁻¹



# 3
The molecule C22H30N4O4, computed with wB97M-V/def2-TZVPD.

XYZ file:
```
60
Properties=species:S:1:pos:R:3:mulliken_charge:R:1
C 3.608 -4.157 3.893 -0.78
H 4.283 -4.636 4.600 0.24
O 3.869 -2.778 3.995 -0.47
C 3.180 -1.926 3.186 0.39
C 2.195 -2.305 2.282 0.37
C 1.551 -1.352 1.507 -0.06
C 1.885 0.001 1.614 0.07
C 2.869 0.375 2.523 -0.63
C 3.505 -0.576 3.295 -0.92
H 4.270 -0.287 3.997 0.46
H 3.155 1.408 2.635 0.44
O 1.188 0.872 0.814 0.07
C 1.488 2.245 0.916 -1.13
H 2.521 2.452 0.621 0.38
H 0.810 2.755 0.233 0.21
H 1.316 2.617 1.931 0.49
C 0.553 -1.793 0.479 0.32
O 0.856 -1.896 -0.695 -0.70
N -0.679 -2.124 0.954 0.08
C -1.738 -2.364 -0.009 -0.93
H -1.255 -2.529 -0.974 0.43
C -2.686 -1.151 -0.067 -0.80
H -3.600 -1.330 0.500 0.26
H -2.967 -0.937 -1.098 0.36
C -1.952 0.048 0.545 1.57
N -2.629 1.289 0.296 1.50
C -2.312 2.223 -0.639 0.51
C -3.276 3.208 -0.567 -1.02
C -4.139 2.770 0.445 -0.50
N -3.746 1.621 0.954 -1.42
H -5.023 3.249 0.817 0.47
H -3.336 4.092 -1.165 0.53
N -1.193 2.089 -1.444 0.59
C -0.936 2.785 -2.595 0.41
O -1.635 3.680 -3.006 -0.66
C 0.315 2.292 -3.296 -0.85
C -0.008 1.173 -4.303 0.79
C 1.258 0.805 -5.074 -1.67
H 1.037 0.052 -5.826 0.42
H 1.675 1.676 -5.573 0.42
H 2.007 0.401 -4.396 0.35
C -0.583 -0.067 -3.619 -1.31
H 0.099 -0.449 -2.859 0.22
H -1.546 0.150 -3.162 0.28
H -0.735 -0.854 -4.354 0.52
H -0.752 1.561 -5.008 0.28
H 1.046 1.927 -2.571 0.09
H 0.745 3.136 -3.838 0.53
H -0.567 1.327 -1.224 -0.56
C -1.753 -0.206 2.043 -0.89
C -1.179 -1.629 2.219 -0.76
H -0.378 -1.637 2.959 0.36
H -1.960 -2.319 2.548 0.46
H -1.068 0.540 2.446 0.32
H -2.711 -0.100 2.550 0.49
H -0.962 0.119 0.084 -1.18
H -2.277 -3.271 0.277 0.34
H 1.913 -3.338 2.155 0.57
H 2.574 -4.392 4.166 0.32
H 3.813 -4.532 2.886 0.32
```

## Properties
E_LUMO = 0.60 eV
SMILES string = COc1ccc(OC)c(C(=O)N2CCC(n3nccc3NC(=O)CC(C)C)CC2)c1
Highest occupied orbital energy = -8.375 eV
Gap between HOMO and LUMO = 0.32993 hartree
Total energy = -1376.31870 Ha
M = 414.5 g mol⁻¹



# 4
C22H31BCl2FeN9O3P as an isolated structure, computed with wB97M-V/def2-TZVPD.

XYZ file:
```
70
Properties=species:S:1:pos:R:3:mulliken_spin:R:1
Fe -0.703 -0.363 1.080 4.35
C -1.419 1.639 4.870 0.00
C -0.563 1.177 3.880 0.01
N -1.259 0.574 2.906 0.11
N -2.561 0.643 3.264 -0.01
C -2.680 1.276 4.433 0.01
B -3.664 0.079 2.347 -0.06
N -3.543 0.796 0.988 0.00
C -4.451 1.517 0.325 0.01
C -3.886 1.951 -0.860 0.01
C -2.596 1.433 -0.836 0.01
N -2.390 0.737 0.285 0.11
N -3.378 -1.408 2.109 -0.01
C -4.144 -2.479 2.336 0.01
C -3.455 -3.606 1.928 0.01
C -2.240 -3.123 1.456 0.02
N -2.202 -1.791 1.565 0.12
H -1.160 2.158 5.775 0.00
H 0.506 1.249 3.819 0.00
H -3.651 1.424 4.875 0.00
H -4.745 0.242 2.829 0.00
H -5.434 1.668 0.737 0.00
H -4.343 2.550 -1.627 0.00
H -1.819 1.531 -1.572 0.00
H -5.122 -2.367 2.772 0.00
H -3.782 -4.629 1.973 0.00
H -1.401 -3.653 1.045 0.00
Cl 5.923 -3.633 0.708 0.00
C 4.271 -3.125 0.768 0.01
C 3.269 -4.009 0.333 0.00
C 1.951 -3.643 0.364 0.02
Cl 0.748 -4.730 -0.230 0.00
C 1.540 -2.365 0.836 0.00
O 0.295 -2.040 0.841 0.15
C 2.577 -1.497 1.262 -0.02
C 2.266 -0.199 1.750 0.00
O 1.137 0.303 1.838 0.09
C 3.933 -1.887 1.227 -0.01
H 3.544 -4.989 -0.036 0.00
H 3.111 0.416 2.086 0.01
H 4.697 -1.200 1.570 0.00
C 0.508 1.615 -4.283 0.00
N -0.024 0.984 -3.074 0.00
C -0.908 -0.149 -3.365 0.00
P 0.922 0.928 -1.722 0.02
O 0.160 0.189 -0.651 0.01
N 1.317 2.497 -1.403 0.00
C 2.223 2.733 -0.270 0.00
C 0.255 3.510 -1.455 0.00
N 2.370 0.169 -1.931 0.00
C 3.448 0.745 -2.735 0.00
C 2.373 -1.294 -1.949 0.00
H -0.319 2.026 -4.864 0.00
H 1.041 0.894 -4.909 0.00
H 1.186 2.426 -4.026 0.00
H -1.771 0.209 -3.927 0.00
H -1.262 -0.604 -2.443 0.00
H -0.396 -0.907 -3.965 0.00
H 3.043 2.018 -0.279 0.00
H 1.694 2.662 0.685 0.00
H 2.637 3.736 -0.366 0.00
H -0.349 3.391 -2.349 0.00
H 0.726 4.493 -1.485 0.00
H -0.395 3.464 -0.575 0.00
H 3.394 1.830 -2.736 0.00
H 3.408 0.390 -3.769 0.00
H 4.407 0.442 -2.311 0.00
H 1.498 -1.684 -1.432 0.00
H 3.270 -1.666 -1.449 0.00
H 2.370 -1.672 -2.977 0.00
```

## Properties
Multiplicity = 6
E_LUMO (alpha / beta) = -3.17 / -4.06 eV
Highest occupied orbital energy (alpha / beta) = -11.027 / -11.002 eV
Gap between HOMO and LUMO (alpha / beta) = 0.28871 / 0.25526 hartree
Charge = +1
Total energy = -4125.77530 Ha
M = 638.1 g mol⁻¹



# 5
C22H31BrN3O2PbS2Si as an isolated structure in a non-equilibrium geometry, computed with wB97M-V/def2-TZVPD.

XYZ file:
```
63
Properties=species:S:1:pos:R:3:mulliken_charge:R:1
Pb 1.410 -3.510 -0.564 0.88
S 1.660 -3.158 2.033 -0.51
C 0.448 -4.283 2.597 0.60
C 0.110 -4.099 3.945 -0.17
N -0.152 -3.883 5.044 -0.51
C -0.176 -5.261 1.869 0.50
S 0.101 -5.648 0.179 -0.42
C -1.165 -6.044 2.482 -0.10
N -2.008 -6.673 2.950 -0.49
O 3.962 -2.897 -4.023 -0.71
C 3.560 -3.383 -2.973 0.36
O 2.506 -4.030 -2.766 -0.72
C 4.472 -3.189 -1.736 0.44
C 5.789 -2.781 -1.921 -0.50
C 6.622 -2.689 -0.823 -0.20
C 6.099 -2.984 0.429 -0.76
C 4.766 -3.344 0.529 -0.18
N 3.978 -3.447 -0.531 -0.15
H 6.111 -2.560 -2.927 0.45
H 7.655 -2.386 -0.935 0.40
H 6.716 -2.919 1.312 0.38
H 4.305 -3.544 1.486 0.44
C -4.029 1.862 -1.127 -1.76
C -2.768 1.008 -1.282 2.16
C -2.369 1.042 -2.760 -2.07
C -3.120 -0.451 -0.971 -1.90
Si -1.312 1.651 -0.150 0.21
Br 0.215 -0.032 -0.210 -0.47
C -0.269 3.142 -0.890 2.10
C 0.770 3.609 0.135 -2.02
C 0.517 2.723 -2.139 -1.85
C -1.152 4.338 -1.257 -1.72
C -1.767 1.808 1.746 2.22
C -0.536 1.638 2.643 -1.86
C -2.412 3.161 2.057 -1.81
C -2.750 0.719 2.186 -2.10
H -4.794 1.515 -1.821 0.52
H -3.828 2.908 -1.345 0.31
H -4.441 1.795 -0.124 0.28
H -3.167 0.604 -3.360 0.59
H -1.467 0.462 -2.939 0.38
H -2.217 2.059 -3.108 0.33
H -3.901 -0.786 -1.653 0.52
H -3.486 -0.585 0.040 0.33
H -2.263 -1.104 -1.111 0.36
H 1.420 2.787 0.430 0.34
H 0.297 4.023 1.022 0.31
H 1.400 4.387 -0.299 0.58
H 1.193 1.900 -1.924 0.34
H 1.122 3.560 -2.489 0.52
H -0.133 2.422 -2.952 0.32
H -1.732 4.682 -0.404 0.30
H -1.839 4.089 -2.063 0.29
H -0.532 5.169 -1.597 0.51
H 0.247 2.355 2.422 0.31
H -0.117 0.639 2.555 0.37
H -0.833 1.775 3.683 0.52
H -1.713 3.981 1.917 0.30
H -2.737 3.177 3.097 0.53
H -3.284 3.340 1.432 0.31
H -2.349 -0.276 2.007 0.40
H -3.712 0.813 1.688 0.34
H -2.924 0.810 3.258 0.59
```

## Properties
E_LUMO = 2.16 eV
Highest occupied orbital energy = -4.791 eV
Gap between HOMO and LUMO = 0.25527 hartree
Charge = -1
Total energy = -5024.59760 Ha
M = 748.8 g mol⁻¹



# 6
C22H31BrO5PPdSi as an isolated structure, computed with wB97M-V/def2-TZVPD.

XYZ file:
```
62
Properties=species:S:1:pos:R:3:mulliken_charge:R:1
Pd 0.715 0.090 -0.225 -0.38
Br 2.737 1.517 0.831 -0.27
C 3.672 -0.087 1.283 1.06
C 4.885 0.046 1.884 -0.72
C 5.615 -1.115 2.210 -0.65
C 5.105 -2.342 1.908 -0.92
C 3.845 -2.481 1.278 1.02
C 3.344 -3.761 0.946 -0.83
C 2.139 -3.892 0.328 -1.17
C 1.363 -2.748 0.038 0.36
C 1.804 -1.490 0.339 -0.28
C 3.077 -1.325 0.958 0.73
H 5.287 1.025 2.104 0.44
H 6.579 -1.018 2.689 0.40
H 5.664 -3.240 2.142 0.40
H 3.941 -4.631 1.189 0.42
H 1.759 -4.871 0.066 0.45
H 0.398 -2.887 -0.429 0.01
O 0.593 2.105 -2.672 -0.30
C 1.536 1.208 -2.935 0.02
O 1.817 0.258 -2.238 -0.51
H 2.050 1.417 -3.876 0.45
C -0.031 5.448 0.271 -1.44
C 0.453 4.050 -0.009 -0.11
O -0.540 3.395 -0.845 -0.30
P -0.410 1.889 -1.307 0.93
O -1.808 1.630 -1.961 -0.32
C -2.699 2.621 -2.567 -0.24
C -2.188 3.097 -3.904 -1.19
O -0.159 -0.148 2.650 -0.51
C -0.810 -0.959 3.690 -0.27
C -2.280 -0.644 3.793 -0.99
H 0.696 5.964 0.898 0.41
H -0.986 5.427 0.796 0.34
H -0.148 6.010 -0.655 0.33
H 0.560 3.470 0.910 0.22
H 1.404 4.059 -0.545 0.35
H -2.818 3.437 -1.858 0.32
H -3.642 2.090 -2.662 0.35
H -1.267 3.669 -3.802 0.29
H -2.941 3.744 -4.355 0.43
H -2.014 2.258 -4.576 0.30
H -0.264 -0.695 4.591 0.33
H -0.622 -2.005 3.445 0.31
H -2.438 0.407 4.033 0.30
H -2.720 -1.248 4.587 0.40
H -2.801 -0.879 2.864 0.19
C -1.637 -1.791 -2.392 -0.75
Si -2.355 -1.751 -0.670 0.22
C -3.950 -0.792 -0.597 -0.79
C -2.586 -3.474 0.011 -1.17
C -1.127 -0.910 0.461 -0.42
C -0.531 -0.441 1.448 1.18
H -2.310 -2.333 -3.060 0.48
H -0.668 -2.293 -2.418 0.26
H -1.513 -0.783 -2.792 0.09
H -4.694 -1.236 -1.262 0.34
H -3.796 0.245 -0.898 0.06
H -4.364 -0.796 0.413 0.33
H -3.308 -4.029 -0.592 0.38
H -2.962 -3.446 1.036 0.33
H -1.650 -4.036 0.013 0.32
```

## Properties
E_LUMO = -2.99 eV
Highest occupied orbital energy = -10.746 eV
Gap between HOMO and LUMO = 0.28500 hartree
Charge = +1
Total energy = -4565.69683 Ha
M = 620.9 g mol⁻¹